This record from OMol25 describes a structure of composition Cl2O8Rb in a non-equilibrium geometry. The level of theory is ωB97M-V with the def2-TZVPD basis set.

Last column: Mulliken charge in e.
Element x y z (Å)
Rb (0.247, -0.527, -0.258)  0.813
Cl (-2.392, -1.384, 0.373)  1.792
O (-2.787, -2.614, 1.142)  -0.688
O (-1.371, -1.800, -0.452)  -0.733
O (-3.458, -0.953, -0.585)  -0.626
O (-1.979, -0.458, 1.340)  -0.653
Cl (2.378, 1.552, -0.252)  1.673
O (2.460, 1.113, 1.091)  -0.609
O (2.381, 2.902, -0.378)  -0.610
O (3.424, 0.922, -1.112)  -0.628
O (1.097, 1.248, -0.908)  -0.731

Properties
**Orbital gap**: 8.99 eV
**Strongest force on any atom**: 9.29 eV/A
**Energy**: -1545.8459 hartree
**Net charge**: -1
**Energy above the lowest of the compared OMol25 structures with the same formula, charge and spin**: 428.5 kJ/mol